No. 1
Computed, not measured: C44H91N9O2Pd as an isolated structure in a non-equilibrium geometry, with wB97M-V/def2-TZVPD.

Each line ends with the Löwdin charge.
Geometry (Å):
Pd  -3.17  -0.88  -1.47  0.99
O  -2.39  -0.54  0.44  -0.33
C  -1.27  0.29  0.47  -0.35
C  -0.60  0.13  -0.85  -0.36
O  -1.59  0.31  -1.81  -0.37
H  -0.55  0.07  1.30  0.10
H  -1.50  1.35  0.49  0.07
H  -0.25  -0.90  -0.88  0.08
H  0.14  0.92  -0.94  0.10
C  1.42  -2.36  -6.16  -0.10
C  0.26  -1.84  -5.31  -0.24
C  0.67  -1.43  -3.89  -0.21
C  1.21  -2.53  -3.09  -0.23
N  1.57  -3.39  -2.43  0.16
H  1.09  -2.37  -7.23  0.09
H  1.75  -3.37  -6.01  0.07
H  2.24  -1.67  -6.04  0.06
H  -0.55  -2.55  -5.16  0.11
H  -0.20  -1.00  -5.84  0.11
H  -0.14  -0.90  -3.41  0.09
H  1.52  -0.73  -3.94  0.10
C  0.38  -5.53  1.76  -0.11
C  0.10  -4.37  0.86  -0.25
C  -1.02  -4.70  -0.16  -0.15
C  -1.43  -3.56  -0.95  -0.16
N  -1.83  -2.68  -1.57  0.14
H  -0.48  -5.82  2.34  0.07
H  1.20  -5.30  2.42  0.07
H  0.70  -6.46  1.27  0.09
H  0.97  -4.11  0.32  0.08
H  -0.21  -3.48  1.44  0.10
H  -1.90  -5.01  0.42  0.10
H  -0.77  -5.50  -0.84  0.13
C  -3.18  -4.17  4.55  -0.10
C  -2.75  -2.90  3.83  -0.26
C  -3.73  -2.41  2.80  -0.21
C  -4.03  -3.39  1.79  -0.25
N  -4.33  -4.23  1.09  0.18
H  -4.26  -4.08  4.84  0.09
H  -2.62  -4.35  5.48  0.08
H  -3.11  -5.09  3.96  0.07
H  -1.82  -3.03  3.28  0.08
H  -2.51  -2.17  4.61  0.09
H  -3.30  -1.57  2.21  0.08
H  -4.63  -2.06  3.28  0.12
C  -1.58  5.16  -0.90  -0.09
C  -1.38  3.90  -0.05  -0.26
C  0.00  3.81  0.61  -0.17
C  1.10  3.73  -0.37  -0.21
N  1.91  3.67  -1.18  0.18
H  -2.48  5.06  -1.49  0.07
H  -0.77  5.36  -1.59  0.06
H  -1.69  6.03  -0.26  0.07
H  -1.43  3.00  -0.69  0.08
H  -2.14  3.85  0.73  0.11
H  0.02  2.82  1.14  0.08
H  0.12  4.63  1.31  0.12
C  1.95  2.51  -4.75  -0.09
C  0.75  1.92  -4.01  -0.24
C  -0.41  2.94  -3.79  -0.16
C  -1.04  3.31  -5.08  -0.24
N  -1.48  3.56  -6.10  0.14
H  1.61  2.94  -5.69  0.07
H  2.71  1.76  -5.03  0.07
H  2.50  3.23  -4.15  0.06
H  1.00  1.52  -3.03  0.07
H  0.42  1.09  -4.60  0.07
H  0.02  3.85  -3.40  0.09
H  -1.21  2.56  -3.15  0.07
C  -3.26  1.99  3.45  -0.08
C  -1.73  2.02  3.59  -0.22
C  -1.16  0.63  3.93  -0.21
C  -1.47  0.20  5.25  -0.26
N  -1.63  -0.20  6.32  0.16
H  -3.68  2.92  3.08  0.06
H  -3.67  1.80  4.44  0.08
H  -3.59  1.25  2.68  0.07
H  -1.44  2.65  4.44  0.12
H  -1.21  2.32  2.68  0.06
H  -0.07  0.56  3.76  0.10
H  -1.66  -0.10  3.31  0.09
C  -7.24  0.65  -2.36  -0.07
C  -5.94  -0.07  -2.24  -0.25
N  -4.92  0.50  -1.34  -0.26
C  -5.33  0.78  0.03  -0.26
C  -5.73  -0.46  0.81  -0.07
C  -4.47  1.84  -1.82  -0.25
C  -3.77  1.89  -3.17  -0.07
H  -7.09  1.68  -2.63  0.07
H  -7.79  0.59  -1.44  0.07
H  -7.86  0.24  -3.17  0.09
H  -6.07  -1.05  -1.79  0.11
H  -5.53  -0.30  -3.23  0.11
H  -4.45  1.25  0.54  0.11
H  -6.13  1.51  -0.02  0.11
H  -5.90  -0.21  1.88  0.09
H  -6.67  -0.91  0.48  0.07
H  -4.96  -1.27  0.76  0.04
H  -3.79  2.22  -1.05  0.10
H  -5.28  2.54  -1.71  0.11
H  -4.48  1.53  -3.89  0.06
H  -2.85  1.29  -3.24  0.05
H  -3.58  2.93  -3.35  0.07
C  3.83  0.62  5.46  -0.08
C  4.00  -0.16  4.14  -0.28
N  2.73  -0.64  3.66  -0.21
C  2.57  -0.43  2.22  -0.25
C  2.12  1.00  1.95  -0.06
C  2.51  -2.04  4.02  -0.24
C  1.00  -2.24  4.21  -0.09
H  3.07  1.39  5.27  0.07
H  4.84  0.96  5.76  0.08
H  3.39  0.02  6.26  0.07
H  4.37  0.56  3.40  0.11
H  4.75  -0.97  4.18  0.12
H  3.48  -0.82  1.72  0.11
H  1.85  -1.17  1.86  0.10
H  1.12  1.25  2.35  0.04
H  2.73  1.71  2.48  0.07
H  2.19  1.30  0.90  0.06
H  3.07  -2.31  4.91  0.11
H  2.92  -2.70  3.22  0.12
H  0.43  -1.89  3.37  0.04
H  0.70  -1.67  5.12  0.08
H  0.66  -3.29  4.37  0.08
C  3.64  0.20  -1.45  -0.07
C  4.98  0.02  -2.15  -0.24
N  6.18  0.65  -1.56  -0.18
C  6.48  0.09  -0.24  -0.24
C  7.50  -1.05  -0.47  -0.07
C  6.08  2.11  -1.53  -0.27
C  7.45  2.76  -1.57  -0.10
H  2.83  -0.33  -1.99  0.06
H  3.39  1.26  -1.52  0.05
H  3.70  -0.06  -0.38  0.04
H  5.20  -1.03  -2.35  0.10
H  4.88  0.44  -3.16  0.11
H  6.94  0.82  0.36  0.09
H  5.59  -0.30  0.25  0.09
H  7.08  -1.73  -1.17  0.05
H  8.34  -0.60  -0.97  0.06
H  7.84  -1.63  0.38  0.07
H  5.44  2.47  -0.68  0.12
H  5.59  2.48  -2.46  0.12
H  7.27  3.84  -1.76  0.08
H  8.00  2.42  -2.46  0.08
H  8.04  2.66  -0.69  0.05

Computed properties:
E_HOMO (alpha / beta) (eV): -8.25 / -8.23
Spin multiplicity: 3
⟨S²⟩: 2.006
Net charge: 0
HOMO-LUMO gap (alpha / beta) (Eh): 0.3183 / 0.2784
E (Eh): -2502.07612

No. 2
Computed, not measured: C4H11N3S in the gas phase in a non-equilibrium geometry, with wB97M-V/def2-TZVPD.

Each line ends with the natural charge from an NBO analysis.
Geometry (Å):
C  0.81  -0.11  -3.19  -0.62
C  1.23  -0.94  -2.00  -0.04
C  0.25  -0.80  -0.78  -0.29
C  -0.10  0.81  0.88  0.28
H  0.72  0.95  -2.96  0.21
H  1.59  -0.07  -3.96  0.23
H  -0.15  -0.50  -3.56  0.20
H  1.20  -2.00  -2.30  0.18
H  2.68  0.30  -1.20  0.37
H  2.97  -1.27  -0.93  0.35
H  0.41  -1.61  -0.04  0.17
H  -0.73  -0.87  -1.25  0.19
H  0.12  1.72  1.39  0.18
H  -1.22  -0.93  1.18  0.41
H  -2.94  1.31  2.05  0.10
N  2.56  -0.65  -1.64  -0.85
N  0.51  0.49  -0.20  -0.50
N  -1.05  0.02  1.49  -0.78
S  -2.00  0.64  2.79  0.19

Computed properties:
E_HOMO (eV): -8.78
Net charge: 0
HOMO-LUMO gap (Eh): 0.3471
Energy above the lowest of the compared OMol25 structures with the same formula, charge and spin (kcal/mol): 26.6
E (Eh): -721.42622
SMILES: C[C@@H](N)C/N=C\NS

No. 3
Computed, not measured: a 2-piece molecular cluster, C3H10FNP overall in a non-equilibrium geometry, with wB97M-V/def2-TZVPD.

Each line ends with the natural charge from an NBO analysis.
Geometry (Å):
C  -0.65  0.95  -1.71  -0.74
C  -0.30  1.76  0.97  -1.00
C  0.29  -1.18  0.52  -0.38
N  0.00  -1.30  1.88  -0.82
F  1.11  -1.47  -2.84  -0.57
P  -0.53  0.41  -0.21  1.22
H  -0.78  0.19  -2.51  0.29
H  -0.65  1.94  -1.90  0.25
H  -1.06  2.57  0.79  0.30
H  -0.33  1.30  2.05  0.26
H  0.69  2.22  0.94  0.29
H  1.33  -0.70  0.39  0.25
H  0.25  -2.01  -0.18  0.27
H  -0.83  -1.84  2.27  0.42
H  0.21  -0.47  2.47  0.39
H  1.22  -2.37  -2.92  0.57

Computed properties:
E_HOMO (eV): -14.00
Net charge: +1
HOMO-LUMO gap (Eh): 0.3277
Energy above the lowest of the compared OMol25 structures with the same formula, charge and spin (kcal/mol): 54.8
E (Eh): -615.94149

No. 4
Computed, not measured: a 6-piece molecular cluster, C40H36N2O11 overall, with wB97M-V/def2-TZVPD.

Each line ends with the Löwdin charge.
Geometry (Å):
C  -1.98  3.92  -1.02  -0.05
C  -0.95  2.88  -1.50  -0.38
C  0.43  3.58  -1.65  -0.07
C  -0.85  1.68  -0.54  -0.31
C  -2.20  1.04  -0.18  -0.06
C  0.16  0.61  -0.96  -0.15
O  -0.33  -0.48  -1.76  -0.09
C  -0.63  -0.27  -3.10  -0.32
C  -2.02  0.23  -3.30  -0.16
N  -3.10  0.59  -3.43  0.20
C  0.38  0.60  -3.86  -0.11
C  0.11  0.57  -5.30  -0.21
N  -0.13  0.52  -6.42  0.17
H  -1.49  4.70  -0.43  0.04
H  -2.77  3.48  -0.41  0.07
H  -2.45  4.40  -1.88  0.09
H  -1.25  2.56  -2.51  0.11
H  0.31  4.65  -1.80  0.07
H  1.03  3.17  -2.47  0.06
H  1.01  3.45  -0.73  0.08
H  -0.42  2.10  0.38  0.14
H  -2.56  1.35  0.80  0.08
H  -2.14  -0.05  -0.20  0.05
H  -2.96  1.31  -0.92  0.07
H  1.05  1.05  -1.42  0.11
H  0.50  0.11  -0.06  0.13
H  -0.62  -1.26  -3.57  0.16
H  0.38  1.63  -3.52  0.09
H  1.38  0.19  -3.70  0.14
C  -2.68  -3.67  0.73  0.03
C  -2.33  -4.84  0.21  0.02
C  -2.79  -5.23  -1.15  -0.38
O  -2.45  -6.29  -1.64  0.09
C  -3.65  -4.29  -1.89  0.02
C  -4.01  -3.12  -1.36  0.02
C  -3.54  -2.72  -0.01  -0.38
O  -3.86  -1.65  0.46  0.09
H  -2.35  -3.36  1.72  0.12
H  -1.70  -5.56  0.71  0.09
H  -3.97  -4.60  -2.88  0.12
H  -4.63  -2.40  -1.88  0.12
C  1.72  -8.53  -0.87  0.02
C  0.82  -7.68  -0.39  0.04
C  1.05  -6.96  0.89  -0.36
O  0.22  -6.18  1.31  0.09
C  2.31  -7.22  1.61  0.02
C  3.21  -8.08  1.13  0.02
C  2.99  -8.80  -0.14  -0.40
O  3.81  -9.58  -0.58  0.08
H  1.57  -9.08  -1.79  0.13
H  -0.12  -7.46  -0.90  0.11
H  2.46  -6.68  2.54  0.12
H  4.15  -8.29  1.64  0.13
C  0.72  8.97  2.45  0.01
C  0.97  7.84  1.80  0.01
C  -0.13  6.97  1.32  -0.39
O  0.09  5.94  0.73  0.09
C  -1.52  7.42  1.57  0.02
C  -1.77  8.55  2.23  0.02
C  -0.67  9.41  2.73  -0.39
O  -0.90  10.43  3.35  0.10
H  1.51  9.62  2.82  0.12
H  1.97  7.49  1.60  0.12
H  -2.31  6.78  1.20  0.12
H  -2.78  8.90  2.43  0.12
C  4.64  -7.57  -2.89  0.03
C  5.04  -7.64  -4.16  0.03
C  5.47  -6.42  -4.90  -0.38
O  5.83  -6.47  -6.05  0.11
C  5.44  -5.13  -4.16  0.02
C  5.04  -5.06  -2.90  0.02
C  4.62  -6.28  -2.16  -0.36
O  4.26  -6.22  -1.00  0.11
H  4.32  -8.44  -2.33  0.09
H  5.07  -8.56  -4.72  0.12
H  5.75  -4.26  -4.72  0.12
H  5.01  -4.14  -2.34  0.12
C  -1.39  4.88  5.47  0.03
C  -2.14  4.65  6.54  0.02
C  -2.47  5.74  7.50  -0.38
O  -3.16  5.53  8.47  0.11
C  -1.92  7.09  7.22  0.03
C  -1.16  7.32  6.15  0.03
C  -0.84  6.23  5.20  -0.36
O  -0.15  6.44  4.22  0.11
H  -1.13  4.11  4.75  0.12
H  -2.56  3.68  6.76  0.12
H  -2.17  7.86  7.93  0.12
H  -0.75  8.29  5.93  0.12

Computed properties:
E_HOMO (eV): -10.10
Net charge: 0
HOMO-LUMO gap (Eh): 0.3052
E (Eh): -2482.76780
SMILES: CC(C)[C@@H](C)CO[C@@H](C#N)CC#N.O=C1C=CC(=O)C=C1.O=C1C=CC(=O)C=C1.O=C1C=CC(=O)C=C1.O=C1C=CC(=O)C=C1.O=C1C=CC(=O)C=C1

No. 5
Computed, not measured: C6H8N2O in the gas phase in a non-equilibrium geometry, with wB97M-V/def2-TZVPD.

Each line ends with the natural charge from an NBO analysis.
Geometry (Å):
C  0.09  -1.94  0.14  -0.18
C  -1.32  -1.52  0.23  0.02
C  1.95  -0.34  -0.28  0.31
C  4.33  0.21  0.12  -0.42
C  2.98  0.56  0.08  -0.31
C  -3.48  1.11  0.07  -0.25
N  1.15  -1.22  -0.03  -0.22
N  -1.79  -0.37  -0.03  -0.17
O  -3.18  -0.24  0.11  -0.39
H  0.15  -2.94  0.07  0.20
H  -1.99  -2.39  0.55  0.18
H  5.09  0.98  0.46  0.22
H  4.64  -0.82  -0.05  0.21
H  2.53  1.63  0.20  0.26
H  -3.58  1.58  -0.91  0.16
H  -2.81  1.74  0.53  0.18
H  -4.47  1.38  0.41  0.19

Computed properties:
E_HOMO (eV): -7.22
Net charge: 0
HOMO-LUMO gap (Eh): 0.2668
Energy above the lowest of the compared OMol25 structures with the same formula, charge and spin (kcal/mol): 140.6
E (Eh): -417.95920

No. 6
Computed, not measured: a 2-piece molecular cluster, C2H2O3 overall in a non-equilibrium geometry, with wB97M-V/def2-TZVPD.

Each line ends with the natural charge from an NBO analysis.
Geometry (Å):
C  -1.50  -0.18  0.04  0.29
C  2.08  0.24  -0.08  1.04
O  1.76  -0.67  0.65  -0.56
O  2.20  1.10  -0.81  -0.47
O  -0.78  0.71  -0.36  -0.50
H  -1.14  -0.97  0.61  0.11
H  -2.62  -0.22  -0.05  0.10

Computed properties:
E_HOMO (eV): -10.45
Net charge: 0
HOMO-LUMO gap (Eh): 0.4085
Energy above the lowest of the compared OMol25 structures with the same formula, charge and spin (kcal/mol): 3.2
E (Eh): -303.12518
SMILES: O=C=O.C=O

No. 7
Computed, not measured: C20H22N2O6S in the gas phase in a non-equilibrium geometry, with wB97M-V/def2-TZVPD.

Each line ends with the natural charge from an NBO analysis.
Geometry (Å):
C  -5.26  -0.80  0.49  -0.65
C  -4.08  0.11  0.32  0.05
C  -4.21  1.48  0.48  -0.20
C  -3.13  2.33  0.32  -0.16
C  -1.90  1.80  -0.02  -0.35
C  -1.75  0.45  -0.21  -0.13
C  -2.83  -0.41  -0.04  -0.16
C  -2.54  -1.88  -0.13  0.67
O  -2.89  -2.69  0.71  -0.61
N  -1.79  -2.21  -1.21  -0.60
H  -1.50  -1.46  -1.82  0.39
C  -0.94  -3.39  -1.21  -0.25
C  0.37  -3.01  -0.56  -0.04
C  0.59  -3.29  0.78  -0.21
C  1.73  -2.83  1.44  -0.25
C  2.62  -2.08  0.72  0.22
C  2.41  -1.81  -0.63  0.30
C  1.30  -2.25  -1.29  -0.30
H  1.14  -2.03  -2.34  0.22
O  3.44  -1.03  -1.11  -0.50
C  4.30  -0.82  -0.01  0.22
O  3.79  -1.50  1.12  -0.48
H  4.37  0.26  0.21  0.19
H  5.30  -1.21  -0.25  0.16
H  1.90  -3.05  2.49  0.23
H  -0.14  -3.85  1.32  0.23
H  -1.45  -4.16  -0.63  0.24
H  -0.80  -3.73  -2.24  0.21
H  -0.77  0.06  -0.44  0.23
S  -0.49  2.89  -0.28  2.32
O  -0.58  3.44  -1.60  -0.94
O  -0.42  3.81  0.83  -0.94
N  0.77  1.79  -0.26  -0.69
C  1.26  1.46  1.06  -0.26
H  0.43  1.53  1.75  0.23
C  2.39  2.41  1.48  -0.09
H  2.86  2.07  2.40  0.20
O  3.41  2.46  0.51  -0.53
C  2.90  2.91  -0.73  -0.09
H  3.75  2.95  -1.42  0.20
C  1.82  1.97  -1.25  -0.27
H  1.34  2.38  -2.14  0.25
H  2.25  0.99  -1.48  0.21
H  2.48  3.92  -0.61  0.18
H  1.96  3.41  1.63  0.19
H  1.63  0.43  1.04  0.21
H  -3.22  3.40  0.47  0.24
H  -5.17  1.89  0.75  0.22
H  -5.59  -1.17  -0.48  0.23
H  -6.08  -0.27  0.96  0.22
H  -4.98  -1.66  1.10  0.26

Computed properties:
E_HOMO (eV): -8.39
Net charge: 0
HOMO-LUMO gap (Eh): 0.3263
Energy above the lowest of the compared OMol25 structures with the same formula, charge and spin (kcal/mol): 40.9
E (Eh): -1734.45239
SMILES: Cc1ccc(S(=O)(=O)N2CCOCC2)cc1C(=O)NCc1ccc2c(c1)OCO2

Among the records above, which one has the lowest E? C44H91N9O2Pd